Run i
{
  "formula": "C2H4N4O2",
  "method": "wB97M-V/def2-TZVPD",
  "orbital_gap_ev": 8.43,
  "homo_energy_ev": -8.2308,
  "symbols": ["C", "C", "H", "H", "H", "H", "N", "N", "N", "N", "O", "O"],
  "xyz": [[-0.5755, 0.0937, -0.1521], [0.8193, 1.1214, 1.1303], [-1.4914, -2.1003, -0.8873], [-1.3826, -1.3380, -2.5823], [0.9858, 2.8852, 1.6681], [1.0523, -1.3229, -0.3567], [-1.0243, -1.4259, -1.4998], [-1.1864, -0.0657, -1.2266], [-0.3766, 1.2849, 0.5424], [0.4079, -0.9096, 0.3749], [1.3417, 1.8653, 1.9527], [1.4299, -0.0881, 1.0366]],
  "nbo_charge": [0.473, 0.802, 0.374, 0.383, 0.529, 0.395, -0.728, -0.323, -0.596, -0.355, -0.601, -0.354]
}

***

Run ii
{
  "formula": "C2H4N4O2",
  "method": "wB97M-V/def2-TZVPD",
  "orbital_gap_ev": 11.13,
  "homo_energy_ev": -10.4035,
  "symbols": ["C", "C", "H", "H", "H", "H", "N", "N", "N", "N", "O", "O"],
  "xyz": [[-1.2545, 0.8041, -0.8386], [0.9064, -1.2558, 0.1526], [-1.0323, -0.0666, -1.4633], [-2.3563, 1.0419, -0.9217], [-0.7421, 1.6403, -1.2070], [-1.4462, -0.2372, 0.8979], [-0.8504, 0.4838, 0.5440], [0.4638, 0.0175, 0.5123], [1.4635, 0.8180, 0.9752], [2.4734, 0.1051, 1.0435], [2.1866, -1.2418, 0.5737], [0.1882, -2.1095, -0.2686]],
  "nbo_charge": [-0.426, 0.820, 0.196, 0.212, 0.203, 0.373, -0.417, -0.172, 0.035, 0.105, -0.344, -0.585]
}

***

Most stable: run ii

***

Run i
{
  "formula": "C3H3BrO2",
  "method": "wB97M-V/def2-TZVPD",
  "orbital_gap_ev": [9.34, 4.41],
  "homo_energy_ev": [-10.1318, -8.5513],
  "symbols": ["C", "C", "C", "O", "O", "Br", "H", "H", "H"],
  "xyz": [[1.8557, 0.6801, 0.2683], [-0.7466, -0.3601, -0.3514], [0.4814, 0.3389, -0.0945], [2.8879, 0.3383, -0.2923], [-0.6155, 0.9161, 0.3604], [-3.5550, -1.8453, 0.2989], [1.9633, 1.4040, 1.0136], [-1.0958, -0.2650, -1.3546], [-1.1754, -1.2071, 0.1518]],
  "nbo_charge": [0.258, -0.124, 0.244, -0.499, -0.403, -0.016, 0.141, 0.199, 0.199]
}

***

Run ii
{
  "formula": "C3H3BrO2",
  "method": "wB97M-V/def2-TZVPD",
  "orbital_gap_ev": [8.06, 8.06],
  "homo_energy_ev": [-8.7904, -8.7912],
  "symbols": ["C", "C", "C", "O", "O", "Br", "H", "H", "H"],
  "xyz": [[-0.1772, -0.5336, -0.5728], [0.6805, -0.7483, 1.5438], [-0.4573, 0.8027, -1.1406], [-0.3566, -1.6507, -1.0228], [1.0227, -1.7926, 1.8458], [0.7484, 0.6762, 2.9682], [-0.9851, 0.5956, -2.0814], [0.5573, 1.2266, -1.1981], [-1.0328, 1.4242, -0.3420]],
  "nbo_charge": [0.658, 0.389, -0.760, -0.466, -0.505, -0.127, 0.260, 0.271, 0.279]
}

***

Most stable: run ii

***

Run i
{
  "formula": "C5H15N2O",
  "method": "wB97M-V/def2-TZVPD",
  "orbital_gap_ev": 6.91,
  "homo_energy_ev": -2.7915,
  "total_charge": -1,
  "symbols": ["C", "O", "C", "N", "H", "H", "H", "H", "H", "H", "C", "N", "C", "C", "H", "H", "H", "H", "H", "H", "H", "H", "H"],
  "xyz": [[0.7609, -0.1150, -1.8378], [0.1922, 0.2535, -0.6632], [1.4897, -1.4638, -1.7320], [2.0497, -1.8914, -3.0367], [0.0105, -0.2361, -2.6660], [1.5098, 0.6068, -2.2419], [2.3129, -1.3665, -1.0195], [0.7788, -2.1901, -1.3171], [2.4774, -2.8087, -2.9805], [1.2655, -1.9897, -3.6751], [-0.3285, 1.9867, 1.7801], [-1.2644, 0.9261, 2.1748], [-2.3231, 0.8200, 1.1687], [-0.5600, -0.3686, 2.2564], [-0.8390, 2.9550, 1.8129], [0.0336, 1.7932, 0.7549], [0.5296, 2.0172, 2.4549], [-2.9985, 0.0170, 1.4788], [-2.8988, 1.7507, 1.1590], [-1.9035, 0.6065, 0.1775], [-1.2947, -1.1145, 2.5766], [0.2040, -0.3038, 3.0360], [-0.1127, -0.6478, 1.2881]],
  "nbo_charge": [-0.011, -0.981, -0.238, -0.855, 0.061, 0.087, 0.164, 0.145, 0.332, 0.335, -0.448, -0.459, -0.436, -0.442, 0.163, 0.256, 0.171, 0.168, 0.168, 0.238, 0.165, 0.169, 0.248]
}

***

Run ii
{
  "formula": "C5H15N2O",
  "method": "wB97M-V/def2-TZVPD",
  "orbital_gap_ev": 7.06,
  "homo_energy_ev": -2.9509,
  "total_charge": -1,
  "symbols": ["C", "O", "C", "N", "H", "H", "H", "H", "H", "H", "C", "N", "C", "C", "H", "H", "H", "H", "H", "H", "H", "H", "H"],
  "xyz": [[0.7484, -0.0166, -1.8187], [0.1885, 0.3341, -0.6202], [1.4700, -1.3925, -1.6831], [2.0406, -1.8522, -2.9886], [-0.0277, -0.1190, -2.6023], [1.4988, 0.7008, -2.2431], [2.3218, -1.3069, -0.9726], [0.7528, -2.1181, -1.2516], [2.4994, -2.7698, -2.9749], [1.1926, -1.9806, -3.5682], [-0.2553, 2.0144, 1.7564], [-1.2001, 0.9534, 2.0825], [-2.2435, 0.8116, 1.0240], [-0.4629, -0.3614, 2.1241], [-0.7586, 2.9971, 1.7693], [0.0728, 1.7850, 0.7229], [0.6385, 2.0470, 2.3937], [-2.8955, -0.0396, 1.3347], [-2.8694, 1.7244, 1.0184], [-1.7845, 0.6185, 0.0363], [-1.2058, -1.1105, 2.4299], [0.3097, -0.3244, 2.9091], [-0.0307, -0.5948, 1.1218]],
  "nbo_charge": [-0.019, -0.982, -0.233, -0.862, 0.079, 0.093, 0.164, 0.148, 0.334, 0.333, -0.462, -0.466, -0.445, -0.457, 0.161, 0.264, 0.173, 0.168, 0.166, 0.252, 0.163, 0.166, 0.262]
}

***

Most stable: run i

***

Run i
{
  "formula": "CHN3O2",
  "method": "wB97M-V/def2-TZVPD",
  "orbital_gap_ev": 11.70,
  "homo_energy_ev": -10.9588,
  "symbols": ["C", "N", "N", "N", "O", "O", "H"],
  "xyz": [[-0.3816, 0.6524, -1.1286], [-3.1177, -2.6656, -1.7832], [-2.4227, -2.0956, -1.1304], [0.6137, 0.8236, -0.4599], [-1.2229, 0.5089, -1.9135], [-1.7130, -1.4849, -0.4694], [0.8033, 1.1791, 0.5393]],
  "nbo_charge": [0.869, -0.099, 0.442, -0.798, -0.519, -0.343, 0.447]
}

***

Run ii
{
  "formula": "CHN3O2",
  "method": "wB97M-V/def2-TZVPD",
  "orbital_gap_ev": 11.61,
  "homo_energy_ev": -11.1845,
  "symbols": ["C", "H", "N", "N", "N", "O", "O"],
  "xyz": [[-0.1133, 0.5269, 0.0112], [-0.8305, 2.1146, -0.3669], [-0.8611, -0.1011, -0.8185], [-0.4005, -1.3687, -0.3919], [0.5012, -1.2969, 0.4431], [-0.0341, 1.9071, 0.0624], [0.8883, -0.1458, 0.6464]],
  "nbo_charge": [0.681, 0.493, -0.338, -0.071, 0.087, -0.628, -0.224]
}

***

Most stable: run i

***

Run i
{
  "formula": "C2H5NOS",
  "method": "wB97M-V/def2-TZVPD",
  "orbital_gap_ev": 10.03,
  "homo_energy_ev": -9.3677,
  "symbols": ["C", "C", "H", "H", "H", "H", "H", "N", "O", "S"],
  "xyz": [[-0.9988, 0.8937, -0.1069], [1.3996, 0.0133, -0.0914], [-1.4954, 0.7354, -1.0310], [-1.6951, 0.6471, 0.7036], [-0.6424, 1.8830, -0.0966], [-0.0314, -2.4421, 1.0054], [1.6003, 1.0799, 0.0046], [0.0293, -0.1802, -0.0357], [2.3186, -0.7766, -0.1594], [-0.4848, -1.8534, -0.1927]],
  "nbo_charge": [-0.402, 0.531, 0.201, 0.214, 0.218, 0.137, 0.102, -0.574, -0.576, 0.149]
}

***

Run ii
{
  "formula": "C2H5NOS",
  "method": "wB97M-V/def2-TZVPD",
  "orbital_gap_ev": 7.45,
  "homo_energy_ev": -7.1792,
  "symbols": ["C", "C", "N", "O", "S", "H", "H", "H", "H", "H"],
  "xyz": [[0.2669, 0.7579, -0.3975], [-0.6645, 0.7358, -1.4737], [1.0476, 0.8030, 0.4747], [0.5417, -1.0279, 2.0573], [-0.7103, -1.8480, 1.1367], [-1.1230, -0.2527, -1.5267], [-1.4468, 1.4710, -1.2863], [-0.1783, 0.9545, -2.4255], [0.9904, 0.0569, 1.3260], [1.2764, -1.6504, 2.1150]],
  "nbo_charge": [0.591, -0.764, -0.469, -0.842, -0.339, 0.317, 0.277, 0.270, 0.463, 0.496]
}

***

Run iii
{
  "formula": "C2H5NOS",
  "method": "wB97M-V/def2-TZVPD",
  "orbital_gap_ev": 9.43,
  "homo_energy_ev": -8.7525,
  "symbols": ["C", "C", "H", "H", "H", "H", "H", "N", "O", "S"],
  "xyz": [[-2.5026, -0.6674, -0.0788], [-0.2824, 0.6765, 0.1766], [-3.4638, -0.5569, -0.9696], [-2.7345, -0.9456, 1.0831], [-1.4925, -1.3726, -0.7174], [0.0478, 1.8081, 0.0229], [2.3800, -1.2333, 0.7259], [0.4218, -0.2632, 0.3564], [-1.6825, 0.6772, -0.0477], [2.0300, -0.0831, -0.1778]],
  "nbo_charge": [-0.338, 0.423, 0.238, 0.231, 0.221, 0.144, 0.148, -0.653, -0.570, 0.156]
}

***

Most stable: run i

***

Run i
{
  "formula": "C2H5NOS",
  "method": "wB97M-V/def2-TZVPD",
  "orbital_gap_ev": 8.21,
  "homo_energy_ev": -7.8748,
  "symbols": ["C", "C", "N", "O", "S", "H", "H", "H", "H", "H"],
  "xyz": [[0.9131, 0.3491, 0.0262], [-1.5873, -0.1854, -0.1316], [-0.2055, -0.4542, 0.1636], [3.5620, 0.6870, 0.0544], [2.4592, -0.3062, 0.1517], [0.7292, 1.6345, 0.0585], [-1.6640, -0.0799, -1.3459], [-2.2789, -0.9775, 0.2761], [-1.9528, 0.7538, 0.3464], [0.0249, -1.4213, 0.4004]],
  "nbo_charge": [-0.255, -0.410, -0.614, -0.938, 0.958, 0.242, 0.191, 0.226, 0.207, 0.393]
}

***

Run ii
{
  "formula": "C2H5NOS",
  "method": "wB97M-V/def2-TZVPD",
  "orbital_gap_ev": 9.77,
  "homo_energy_ev": -10.1568,
  "symbols": ["C", "C", "N", "O", "S", "H", "H", "H", "H", "H"],
  "xyz": [[-1.0567, -0.6540, -0.0040], [-0.3531, 0.7194, 0.0021], [1.1209, 0.6539, -0.0505], [3.4154, 0.0830, 0.0779], [2.0979, -0.5026, -0.0948], [-1.0055, -1.4161, -0.8664], [-0.7742, -1.0954, 0.8468], [-2.0524, -0.3869, 0.2402], [-0.8212, 1.2901, 0.8085], [-0.5711, 1.3088, -0.9596]],
  "nbo_charge": [-0.635, -0.234, -0.750, -0.864, 1.417, 0.217, 0.200, 0.214, 0.220, 0.215]
}

***

Most stable: run ii